Record 1
Density functional theory data (ωB97M-V with the def2-TZVPD basis set) for 3 unconnected molecules or ions with the total composition C3H11NO4 in a non-equilibrium geometry.

Structure (XYZ):
```
19
Properties=species:S:1:pos:R:3:forces:R:3:nbo_charge:R:1
O -2.10735 -1.39098 -1.81663 0.6 0.3 0.6 -0.61
C -1.23258 -1.03827 -1.03908 -1.0 -0.1 -0.8 0.54
N -1.43228 -0.10586 -0.05759 0.2 -1.1 -0.9 -0.63
C -0.50160 0.13909 0.97308 1.1 1.6 2.0 -0.27
C -0.10845 1.62122 1.11350 -0.1 0.0 -0.5 -0.07
O 1.09630 1.91256 0.39647 -0.1 0.1 0.1 -0.75
H -0.21500 -1.44118 -1.09508 0.1 0.1 0.3 0.13
H -2.34618 0.32167 -0.05440 0.0 0.0 0.2 0.40
H -0.79340 -0.13976 1.98571 -1.1 -0.3 0.0 0.18
H 0.45227 -0.37338 0.95821 0.0 -0.5 -1.2 0.24
H -0.88565 2.24749 0.66576 -0.1 0.0 0.1 0.17
H -0.03238 1.89249 2.16487 0.2 0.0 0.1 0.17
H 1.79938 2.12741 1.01265 0.0 0.0 0.0 0.48
O 1.42113 -2.66793 0.48809 -0.2 -0.5 0.0 -0.94
H 0.83068 -2.91146 1.21139 0.1 0.1 0.0 0.47
H 1.45360 -3.48434 -0.03503 0.1 0.4 0.0 0.48
O 0.58130 1.12445 -2.53205 -0.4 0.1 0.0 -0.96
H 0.61770 1.51427 -1.64397 0.5 -0.3 -0.3 0.49
H 1.40253 0.65253 -2.69589 0.0 0.2 0.3 0.47
```
Positions in Å, forces in eV/Å.

Properties
- Relative energy (zero: lowest compared OMol25 entry of this formula, charge and spin): 2.009 eV
- DFT total energy: -12969.0512 eV
- Gap between HOMO and LUMO: 9.889 eV
- M: 125.12 g/mol
- SMILES: O=CNCCO.O.O
- LUMO: 0.0162 hartree

=====

Record 2
Density functional theory data (ωB97M-V with the def2-TZVPD basis set) for 3 unconnected molecules or ions with the total composition C3H11NO4 in a non-equilibrium geometry.

Structure (XYZ):
```
19
Properties=species:S:1:pos:R:3:forces:R:3:nbo_charge:R:1
N 0.53553 -2.49848 0.21314 -0.1 0.5 0.2 -0.82
C -0.61091 -1.58538 0.04968 0.0 -1.3 0.2 -0.21
C -0.45513 -0.63860 -1.11473 -0.7 0.2 -0.4 -0.54
C 0.50319 0.46319 -0.78822 -0.6 0.3 0.2 0.82
O 0.09360 1.47872 -0.25116 0.1 0.0 -0.2 -0.66
O 1.78943 0.25478 -1.03452 0.0 -0.2 0.0 -0.66
H 0.36957 -3.00881 1.07499 0.2 -0.2 -0.1 0.36
H 1.37838 -1.95412 0.37327 0.1 -0.1 0.0 0.35
H -1.48139 -2.23920 -0.05203 -0.1 0.2 -0.5 0.21
H -0.84296 -1.03391 0.94800 0.1 0.6 0.4 0.17
H -1.41513 -0.19327 -1.34948 -0.2 0.4 0.6 0.24
H -0.30901 -1.10344 -2.06131 1.1 -0.9 -0.5 0.24
H 2.28458 0.99230 -0.63515 0.2 0.0 0.0 0.52
O -2.93697 0.96760 0.30544 0.1 -0.1 0.0 -0.95
H -2.68645 1.01369 1.23328 -0.1 0.0 0.0 0.47
H -2.10272 1.13120 -0.15270 0.0 0.2 0.1 0.48
O 2.28077 2.40781 1.04005 -0.3 0.2 -0.3 -0.99
H 1.44936 2.42979 0.52303 0.1 -0.2 0.3 0.49
H 2.15624 3.11612 1.67842 0.3 0.0 0.1 0.48
```
Positions in Å, forces in eV/Å.

Properties
- Relative energy (zero: lowest compared OMol25 entry of this formula, charge and spin): 1.116 eV
- DFT total energy: -12969.9436 eV
- Gap between HOMO and LUMO: 10.374 eV
- M: 125.12 g/mol
- SMILES: NCCC(=O)O.O.O
- LUMO: 0.0215 hartree

=====

Record 3
Density functional theory data (ωB97M-V with the def2-TZVPD basis set) for 2 unconnected molecules or ions with the total composition C3H11NOP in a non-equilibrium geometry.

Structure (XYZ):
```
17
Properties=species:S:1:pos:R:3:forces:R:3:lowdin_spin:R:1
C -2.15298 -0.71241 0.55023 -2.3 1.2 1.4 0.01
C -1.41234 0.28850 -0.19752 1.1 2.2 -3.4 0.07
C 0.70507 -0.91615 -0.07399 1.8 -10.3 1.1 0.55
N 0.05047 0.14049 -0.23702 -3.3 8.3 -2.1 0.52
O 1.83216 2.21069 -0.45891 1.2 0.7 -1.4 0.00
P 2.44134 -1.00360 -0.31028 -2.0 0.2 0.6 0.63
H -1.85944 -0.64725 1.58459 -0.3 -0.2 0.6 0.00
H -3.20015 -0.31514 0.40148 0.8 -0.8 0.8 0.00
H -2.18510 -1.73105 0.24358 0.4 -0.6 -0.7 0.00
H -1.58672 1.39083 -0.01834 -0.1 -1.3 0.7 0.01
H -1.93853 0.28010 -1.25773 1.7 -0.3 1.0 0.06
H 0.06161 -1.84004 0.21317 1.7 1.4 -0.6 0.02
H 1.12319 2.85978 -0.45046 0.0 0.5 0.0 0.00
H 0.75872 0.92149 -0.43128 -2.1 -0.1 -0.1 0.00
H 2.47200 2.52556 -1.16652 -1.1 -0.5 1.2 0.00
H 2.51919 -1.55917 0.92959 1.4 -1.3 0.8 0.07
H 2.59305 0.31091 0.05888 1.0 0.9 -0.2 0.06
```
Positions in Å, forces in eV/Å.

Properties
- Relative energy (zero: lowest compared OMol25 entry of this formula, charge and spin): 1.631 eV
- DFT total energy: -16102.9416 eV
- Gap between HOMO and LUMO (alpha / beta): 7.208 / 6.123 eV
- Charge: +1
- M: 108.10 g/mol
- Expectation value of S²: 2.007
- Spin multiplicity: 3
- LUMO (alpha / beta): -0.1140 / -0.3192 hartree

=====

Record 4
Density functional theory data (ωB97M-V with the def2-TZVPD basis set) for 2 unconnected molecules or ions with the total composition C3H11NOS in a non-equilibrium geometry.

Structure (XYZ):
```
17
Properties=species:S:1:pos:R:3:forces:R:3:nbo_charge:R:1
C -0.84967 0.70194 -2.46855 0.4 0.2 0.0 -0.63
C -0.55285 0.05607 -1.14881 -0.3 -1.9 4.3 -0.03
N -1.07473 0.88067 0.00502 -2.7 2.5 -2.2 -0.94
C 0.85669 -0.32278 -0.68994 2.5 1.4 -4.4 -0.56
S 1.07200 -1.75416 0.32974 -0.7 0.4 0.4 0.01
H -1.90597 1.01115 -2.53831 0.5 -0.1 0.2 0.23
H -0.18477 1.55301 -2.51013 0.0 0.6 -0.4 0.21
H -0.62664 0.06707 -3.33014 0.0 -0.1 0.3 0.23
H -1.09457 -0.91084 -1.04605 0.0 0.5 -0.5 0.18
H -0.79051 1.29065 0.88727 1.6 -1.3 -0.1 0.41
H -1.32126 1.76585 -0.45975 -0.5 -0.5 0.3 0.35
H 1.43649 0.58805 -0.42174 -0.6 -0.6 0.7 0.22
H 1.39474 -0.54317 -1.65161 -0.1 -0.3 0.6 0.21
H -0.07105 -1.35794 0.89150 -0.2 -0.7 0.8 0.11
O -0.26763 1.70595 3.04427 -0.5 -1.3 0.7 -0.93
H -0.34455 1.52142 3.99328 0.3 1.0 0.2 0.47
H -0.58507 0.81720 2.80867 0.1 0.3 -0.8 0.46
```
Positions in Å, forces in eV/Å.

Properties
- Relative energy (zero: lowest compared OMol25 entry of this formula, charge and spin): 1.777 eV
- DFT total energy: -17660.6444 eV
- Gap between HOMO and LUMO: 9.431 eV
- M: 109.19 g/mol
- SMILES: C[C@H](N)CS.O
- LUMO: 0.0250 hartree

=====

Record 5
Density functional theory data (ωB97M-V with the def2-TZVPD basis set) for 2 unconnected molecules or ions with the total composition C3H11NOS2 in a non-equilibrium geometry.

Structure (XYZ):
```
18
Properties=species:S:1:pos:R:3:forces:R:3:lowdin_spin:R:1
S -0.33468 2.63011 -2.76836 -2.0 1.1 -0.6 0.49
S 1.19046 1.33820 -2.50159 1.8 -1.2 0.4 0.29
C 0.62288 0.12032 -1.27402 0.6 -0.8 -1.2 0.02
C 1.19470 0.30925 0.11288 0.0 0.5 1.0 0.01
N 0.29300 -0.09533 1.17750 0.3 -0.4 0.4 0.00
C -0.94259 0.65585 1.29846 -0.1 -0.3 -0.8 0.03
H -0.42196 3.40929 -1.66522 0.2 0.2 0.3 0.09
H -0.45177 0.01493 -1.31644 -0.4 0.6 0.3 0.00
H 0.92561 -0.84612 -1.69636 0.3 0.0 0.2 0.01
H 1.51586 1.34418 0.28181 -0.5 0.1 -0.2 0.01
H 2.11909 -0.22427 0.32647 0.1 -0.4 -0.6 0.00
H 0.14208 -1.09742 1.09349 -0.2 0.3 0.1 0.00
H -0.86405 1.59244 0.75592 0.2 0.4 0.2 0.01
H -1.16189 0.84738 2.34253 -0.3 0.1 0.1 0.00
H -1.79336 0.18010 0.78670 -0.1 -0.1 0.4 0.01
H -0.17821 -3.79439 1.50623 -0.4 0.2 -0.2 0.00
H -1.40774 -3.15434 0.77117 0.1 -0.1 0.2 0.00
O -0.44745 -3.23016 0.76883 0.3 -0.1 0.0 0.01
```
Positions in Å, forces in eV/Å.

Properties
- Relative energy (zero: lowest compared OMol25 entry of this formula, charge and spin): 1.559 eV
- DFT total energy: -28496.1196 eV
- Gap between HOMO and LUMO (alpha / beta): 1.845 / 7.179 eV
- Charge: -1
- M: 141.26 g/mol
- Expectation value of S²: 0.751
- Spin multiplicity: 2
- LUMO (alpha / beta): 0.0937 / 0.0900 hartree

=====

Record 6
Density functional theory data (ωB97M-V with the def2-TZVPD basis set) for 2 unconnected molecules or ions with the total composition C3H11NOS2 in a non-equilibrium geometry.

Structure (XYZ):
```
18
Properties=species:S:1:pos:R:3:forces:R:3:nbo_charge:R:1
N 0.68616 2.82039 -1.93174 -0.3 -1.1 0.4 -0.82
C 0.59340 1.62244 -1.02606 1.2 0.8 -0.4 -0.24
C 0.90581 0.34216 -1.83243 0.2 -0.5 0.9 -0.42
C 1.60430 -0.83025 -1.02757 -1.5 2.1 -0.1 -0.51
S 0.70801 -1.08443 0.54770 0.3 -0.4 -0.2 0.07
S 0.27622 -3.07591 0.28604 -0.2 -0.3 0.4 -0.14
H 0.36057 3.57970 -1.34493 -0.1 0.3 -0.5 0.35
H -0.00223 2.64972 -2.65935 -0.1 0.5 -0.1 0.34
H 1.43542 1.78104 -0.35607 0.1 -0.2 0.4 0.18
H -0.30650 1.72287 -0.40659 -0.1 -0.9 -0.3 0.19
H 0.01962 -0.03724 -2.34570 0.1 0.0 -0.1 0.20
H 1.66209 0.65061 -2.54667 -0.1 0.1 -0.5 0.22
H 1.61976 -1.73402 -1.63266 0.2 0.0 0.3 0.24
H 2.56982 -0.46510 -0.70829 0.5 -0.3 -0.3 0.21
H -1.03203 -2.94583 0.52029 -0.2 -0.1 -0.2 0.13
O -4.54887 3.44282 3.43464 -0.7 0.4 -0.1 -0.93
H -5.29048 4.07060 3.42795 0.2 -0.4 -0.2 0.47
H -3.99604 3.82042 4.11387 0.5 0.0 0.3 0.46
```
Positions in Å, forces in eV/Å.

Properties
- Relative energy (zero: lowest compared OMol25 entry of this formula, charge and spin): 0.722 eV
- DFT total energy: -28496.8740 eV
- Gap between HOMO and LUMO: 9.026 eV
- M: 141.26 g/mol
- SMILES: NCCCSS.O
- LUMO: 0.0245 hartree